Entry 1:
{
  "formula": "C9H24O9S3Sn",
  "method": "ωB97M-V/def2-TZVPD",
  "lumo_ev": -12.9,
  "total_charge": 2,
  "homo_energy_ev": -14.3,
  "spin_multiplicity": 1,
  "species": ["Sn", "O", "S", "O", "O", "C", "C", "C", "H", "H", "H", "H", "H", "H", "H", "H", "O", "S", "O", "O", "C", "C", "C", "H", "H", "H", "H", "H", "H", "H", "H", "O", "S", "O", "O", "C", "C", "C", "H", "H", "H", "H", "H", "H", "H", "H"],
  "coordinates": [[0.11742, -3.42707, -2.45057], [-5.31297, -6.04031, 0.31190], [-6.25445, -6.89170, 1.00954], [-5.76476, -7.73143, 2.18626], [-7.50200, -5.96008, 1.50914], [-8.44474, -6.59161, 2.40336], [-9.09520, -5.33429, 3.14284], [-7.29090, -7.91815, -0.16670], [-8.07767, -7.40487, 3.02944], [-9.19466, -7.05908, 1.76524], [-8.36974, -5.02063, 3.89346], [-9.94080, -5.60790, 3.77387], [-9.34758, -4.45115, 2.55593], [-7.72638, -8.73977, 0.40197], [-6.65198, -8.42964, -0.88660], [-7.85177, -7.26090, -0.83120], [4.70638, 0.50674, 0.23375], [5.73744, 1.07442, 1.13151], [7.12740, 0.72064, 0.91557], [5.65852, 2.69145, 0.94630], [6.60384, 3.55241, 1.51353], [8.13550, 3.54995, 1.10477], [5.31638, 0.90559, 2.92749], [6.54623, 3.70627, 2.59106], [6.20330, 4.47997, 1.10452], [8.32146, 3.41451, 0.03932], [8.36972, 2.56065, 1.49787], [8.80146, 4.26472, 1.58820], [6.24781, 0.89608, 3.49356], [4.83061, -0.06192, 3.05418], [4.63090, 1.65351, 3.32604], [-1.15721, 4.74674, -3.13145], [0.05600, 4.02868, -2.70384], [0.21529, 2.62276, -2.95496], [1.42267, 4.87680, -3.04044], [2.09886, 4.61228, -4.26662], [3.00280, 5.73270, -4.69959], [0.03514, 4.24173, -0.84988], [1.37532, 4.44707, -5.06493], [2.65788, 3.67672, -4.24855], [2.44412, 6.66341, -4.79838], [3.40773, 5.55455, -5.69578], [3.79215, 6.04783, -4.01716], [0.80989, 3.53619, -0.54975], [-0.90347, 3.86731, -0.44132], [0.21396, 5.29878, -0.65300]],
  "nbo_charge": [1.67, -0.92, 2.27, -0.89, -0.70, -0.09, -0.63, -0.85, 0.22, 0.18, 0.22, 0.23, 0.23, 0.27, 0.25, 0.26, -0.90, 2.30, -0.88, -0.67, -0.08, -0.64, -0.86, 0.19, 0.22, 0.23, 0.24, 0.25, 0.27, 0.25, 0.26, -0.86, 2.30, -0.93, -0.67, -0.08, -0.64, -0.82, 0.19, 0.19, 0.23, 0.24, 0.23, 0.23, 0.25, 0.26]
}


Entry 2:
{
  "formula": "C5H5NO",
  "method": "ωB97M-V/def2-TZVPD",
  "lumo_ev": -0.1,
  "total_charge": 0,
  "homo_energy_ev": -9.2,
  "smiles": "C#C[C@@]1(C)NC1=O",
  "spin_multiplicity": 1,
  "species": ["C", "C", "C", "C", "N", "C", "O", "H", "H", "H", "H", "H"],
  "coordinates": [[0.57465, -2.36864, -0.63685], [0.28250, -1.25112, -0.30741], [-0.06314, 0.07533, 0.13845], [0.18131, 1.18439, -0.84334], [-1.23286, 0.15075, 0.95737], [-0.05328, 0.35855, 1.57923], [0.58531, -0.14419, 2.47122], [0.83159, -3.37049, -0.89274], [-0.05311, 2.16592, -0.41539], [1.23267, 1.20255, -1.15115], [-0.43634, 1.05374, -1.73874], [-1.84930, 0.94322, 0.83935]],
  "nbo_charge": [-0.19, -0.03, -0.10, -0.60, -0.58, 0.67, -0.46, 0.24, 0.21, 0.23, 0.22, 0.39]
}


Entry 3:
{
  "formula": "C21H50N2O5",
  "method": "ωB97M-V/def2-TZVPD",
  "lumo_ev": 0.6,
  "total_charge": 0,
  "homo_energy_ev": -8.2,
  "smiles": "CC1(C)CCCC(C)(C)N1O.CC1(C)CCCC(C)(C)N1O.CO.CO.CO",
  "spin_multiplicity": 1,
  "species": ["C", "C", "C", "C", "C", "C", "C", "C", "C", "N", "O", "H", "H", "H", "H", "H", "H", "H", "H", "H", "H", "H", "H", "H", "H", "H", "H", "H", "H", "H", "C", "C", "C", "C", "C", "C", "C", "C", "C", "N", "O", "H", "H", "H", "H", "H", "H", "H", "H", "H", "H", "H", "H", "H", "H", "H", "H", "H", "H", "H", "C", "O", "H", "H", "H", "H", "C", "O", "H", "H", "H", "H", "C", "O", "H", "H", "H", "H"],
  "coordinates": [[1.22140, -0.29920, 5.50925], [0.06546, 0.66144, 5.20079], [-0.50250, 1.20772, 6.49823], [0.57352, 1.82866, 4.37736], [0.92475, 1.46534, 2.95610], [-0.27312, 0.80715, 2.27065], [-0.91803, -0.34267, 3.06567], [-2.35065, -0.46189, 2.53173], [-0.14394, -1.64743, 2.77137], [-1.02254, 0.01862, 4.46928], [-1.55683, -1.04799, 5.23852], [0.82398, -1.07482, 6.16752], [1.55894, -0.79829, 4.60484], [2.03459, 0.22671, 6.00507], [-1.32482, 1.88536, 6.24427], [-0.79938, 0.48424, 7.25037], [0.22238, 1.89100, 6.95814], [-0.19056, 2.61352, 4.30277], [1.43186, 2.28245, 4.87895], [1.41157, 2.27625, 2.41256], [1.72066, 0.70058, 2.89640], [0.08177, 0.38811, 1.32361], [-0.99779, 1.58754, 2.01391], [-2.84668, 0.50012, 2.66507], [-2.87330, -1.19064, 3.15858], [-2.42683, -0.75552, 1.48780], [-0.51548, -1.98199, 1.80604], [-0.39178, -2.36939, 3.54905], [0.92790, -1.47753, 2.68827], [-2.45930, -0.76118, 5.40938], [-0.97374, -0.92172, -3.42706], [-1.55730, 0.21820, -2.57214], [-2.34918, -0.36176, -1.43554], [-0.40173, 1.05434, -2.00633], [0.29445, 1.88549, -3.05503], [-0.72599, 2.86842, -3.62838], [-1.88365, 2.14459, -4.33119], [-2.98280, 3.15610, -4.58116], [-1.41014, 1.54211, -5.65266], [-2.35934, 1.12315, -3.39542], [-3.46373, 0.39668, -3.94218], [-0.29027, -1.52605, -2.81067], [-1.77254, -1.63617, -3.64634], [-0.44506, -0.62754, -4.32664], [-3.28841, -0.76910, -1.82108], [-1.79124, -1.18724, -0.99373], [-2.62986, 0.37167, -0.67931], [-0.81115, 1.70427, -1.22349], [0.31128, 0.40346, -1.48739], [1.12083, 2.48268, -2.67193], [0.64839, 1.25295, -3.86769], [-0.24754, 3.46219, -4.41866], [-1.00540, 3.55701, -2.83040], [-3.93079, 2.67089, -4.82620], [-2.68078, 3.89051, -5.32673], [-3.25166, 3.74730, -3.69734], [-1.43988, 2.30668, -6.43691], [-1.98010, 0.67963, -5.99556], [-0.36903, 1.20556, -5.66819], [-4.20016, 0.78925, -3.46736], [2.24506, -2.24629, -0.75242], [1.06210, -2.53287, 0.02031], [1.89447, -1.96180, -1.74111], [2.77623, -1.41707, -0.28779], [2.84179, -3.15005, -0.84602], [1.41264, -2.78211, 0.88330], [3.15610, -0.17688, -4.79146], [2.88322, -0.09549, -3.39360], [3.49986, -1.16834, -5.10513], [2.22468, 0.00828, -5.33611], [3.92793, 0.55338, -5.00741], [2.04115, -0.51618, -3.20030], [4.30388, -4.45798, 2.44730], [3.42527, -4.03699, 1.42897], [3.85337, -5.11571, 3.19900], [5.16117, -5.01326, 2.04633], [4.69260, -3.58304, 2.96226], [3.05976, -4.80741, 0.98504]],
  "lowdin_charge": [-0.02, -0.54, -0.04, -0.15, -0.18, -0.13, -0.51, -0.03, -0.02, -0.10, -0.02, 0.08, 0.06, 0.09, 0.09, 0.08, 0.09, 0.13, 0.12, 0.11, 0.11, 0.11, 0.12, 0.09, 0.08, 0.06, 0.07, 0.09, 0.07, 0.11, -0.02, -0.52, -0.03, -0.14, -0.18, -0.13, -0.52, -0.04, -0.03, -0.09, -0.03, 0.08, 0.09, 0.06, 0.08, 0.09, 0.08, 0.12, 0.11, 0.12, 0.07, 0.13, 0.12, 0.08, 0.09, 0.09, 0.08, 0.09, 0.06, 0.10, -0.13, -0.15, 0.05, 0.09, 0.07, 0.03, -0.14, -0.14, 0.08, 0.07, 0.08, 0.03, -0.16, -0.13, 0.08, 0.08, 0.08, 0.09]
}


Sequential energy above the lowest of the compared OMol25 structures with the same formula, charge and spin output: 821.34 412.13 135.96 kJ/mol
Sequential max |F| output: 4.876 4.961 2.164 eV/Å
Sequential DFT total energy output: -66460.1542 -8799.1476 -35801.9795 eV